## 1
Formula: C8H8S
Source: the Open Molecules 2025 dataset
Level of theory: wB97M-V/def2-TZVPD

Properties
LUMO energy: -0.3 eV
SMILES string: S=CCc1ccccc1
E_HOMO: -8.748 eV
Gap between HOMO and LUMO: 0.3119 hartree

Last columns: bonded neighbours and bond lengths (Å).
Cartesian coordinates (Å):
1 C 0.644 -2.038 0.145  C2 1.354, C3 1.388, H10 1.021
2 C 1.287 -1.933 -1.042  C1 1.354, C4 1.396, H11 1.045
3 C -0.091 -0.948 0.592  C1 1.388, C5 1.379, H12 1.006
4 C 1.364 -0.718 -1.725  C2 1.396, C6 1.324, H13 1.181
5 C 0.020 0.270 -0.044  C3 1.379, C6 1.420, C7 1.582
6 C 0.800 0.372 -1.227  C4 1.324, C5 1.420, H17 1.023
7 C -0.846 1.506 0.430  C5 1.582, C8 1.555, H14 1.216, H15 1.089
8 C -1.815 1.613 1.640  C7 1.555, S9 1.599, H16 1.052
9 S -1.518 2.335 3.035  C8 1.599
10 H 0.543 -2.848 0.758  C1 1.021
11 H 1.694 -2.860 -1.300  C2 1.045
12 H -0.614 -0.989 1.450  C3 1.006
13 H 2.064 -0.619 -2.672  C4 1.181
14 H -0.200 2.534 0.494  C7 1.216
15 H -1.444 1.828 -0.421  C7 1.089
16 H -2.804 1.254 1.641  C8 1.052
17 H 0.917 1.240 -1.755  C6 1.023

=====

## 2
Formula: C8H8S
Source: the Open Molecules 2025 dataset
Level of theory: wB97M-V/def2-TZVPD

Properties
LUMO energy: 0.6 eV
SMILES string: C=C1CCc2ccsc21
E_HOMO: -8.161 eV
Gap between HOMO and LUMO: 0.3224 hartree

Last columns: bonded neighbours and bond lengths (Å).
Cartesian coordinates (Å):
1 C 0.692 1.131 -1.845  C2 1.330, C3 1.414, H10 1.064
2 C 1.304 2.147 -1.243  C1 1.330, S9 1.713, H11 1.129
3 C 0.295 0.136 -0.922  C1 1.414, C4 1.385, C7 1.555
4 C 0.537 0.449 0.405  C3 1.385, C5 1.407, S9 1.728
5 C -0.068 -0.321 1.415  C4 1.407, C6 1.353, C8 1.878
6 C 0.165 -0.490 2.737  C5 1.353, H12 1.042, H13 1.040
7 C -0.634 -1.099 -1.098  C3 1.555, C8 1.467, H14 1.121, H15 1.127
8 C -1.163 -1.310 0.254  C5 1.878, C7 1.467, H16 1.074, H17 1.063
9 S 1.360 1.968 0.459  C2 1.713, C4 1.728
10 H 0.455 1.099 -2.882  C1 1.064
11 H 1.556 3.192 -1.590  C2 1.129
12 H -0.565 -1.058 3.217  C6 1.042
13 H 0.692 0.245 3.250  C6 1.040
14 H -1.510 -0.995 -1.790  C7 1.121
15 H -0.111 -2.064 -1.354  C7 1.127
16 H -0.979 -2.321 0.566  C8 1.074
17 H -2.024 -0.709 0.421  C8 1.063

=====

Energies relative to the minimum, kJ/mol: 1 0.0; 2 35.5

=====

## 1
Formula: C30H80O10
Source: the Open Molecules 2025 dataset
Level of theory: wB97M-V/def2-TZVPD

Properties
LUMO energy: 0.5 eV
SMILES string: CC(C)O.CC(C)O.CC(C)O.CC(C)O.CC(C)O.CC(C)O.CC(C)O.CC(C)O.CC(C)O.CC(C)O
E_HOMO: -9.692 eV
Gap between HOMO and LUMO: 0.3740 hartree

Last columns: bonded neighbours and bond lengths (Å).
Cartesian coordinates (Å):
1 C -29.916 -5.397 1.248  C2 1.529, H5 1.091, H6 1.090, H7 1.093
2 C -28.529 -5.329 1.886  C1 1.529, C3 1.530, O4 1.424, H8 1.098
3 C -27.861 -6.690 2.091  C2 1.530, H9 1.089, H10 1.098, H11 1.091
4 O -27.705 -4.410 1.176  C2 1.424, H12 0.966
5 H -29.920 -5.843 0.253  C1 1.091
6 H -30.317 -4.386 1.179  C1 1.090
7 H -30.541 -5.973 1.935  C1 1.093
8 H -28.523 -4.852 2.875  C2 1.098
9 H -26.868 -6.562 2.518  C3 1.089
10 H -27.748 -7.165 1.107  C3 1.098
11 H -28.446 -7.417 2.655  C3 1.091
12 H -27.855 -4.563 0.233  O4 0.966
13 C -33.365 -12.077 1.217  C14 1.524, H17 1.092, H18 1.096, H19 1.088
14 C -32.884 -11.240 2.396  C13 1.524, C15 1.517, O16 1.447, H20 1.094
15 C -31.372 -11.183 2.496  C14 1.517, H21 1.093, H22 1.089, H23 1.091
16 O -33.347 -9.891 2.155  C14 1.447, H24 0.961
17 H -33.202 -13.149 1.348  C13 1.092
18 H -32.722 -11.779 0.381  C13 1.096
19 H -34.370 -11.854 0.865  C13 1.088
20 H -33.348 -11.581 3.327  C14 1.094
21 H -30.956 -10.735 1.590  C15 1.093
22 H -30.925 -12.162 2.660  C15 1.089
23 H -31.056 -10.494 3.281  C15 1.091
24 H -34.304 -9.906 2.243  O16 0.961
25 C -24.113 -15.237 2.275  C26 1.509, H29 1.091, H30 1.091, H31 1.092
26 C -22.825 -14.840 1.595  C25 1.509, C27 1.516, O28 1.434, H32 1.097
27 C -22.442 -13.390 1.811  C26 1.516, H33 1.091, H34 1.096, H35 1.092
28 O -21.809 -15.708 2.116  C26 1.434, H36 0.961
29 H -24.994 -14.718 1.897  C25 1.091
30 H -24.056 -15.075 3.353  C25 1.091
31 H -24.297 -16.298 2.096  C25 1.092
32 H -22.892 -15.077 0.527  C26 1.097
33 H -22.598 -13.016 2.824  C27 1.091
34 H -23.064 -12.770 1.156  C27 1.096
35 H -21.405 -13.182 1.542  C27 1.092
36 H -21.025 -15.611 1.569  O28 0.961
37 C -25.517 -7.037 -0.997  C38 1.510, H41 1.095, H42 1.091, H43 1.092
38 C -24.037 -7.201 -1.247  C37 1.510, C39 1.528, O40 1.432, H44 1.093
39 C -23.314 -8.151 -0.292  C38 1.528, H45 1.090, H46 1.096, H47 1.088
40 O -23.783 -7.641 -2.586  C38 1.432, H48 0.966
41 H -25.733 -6.341 -0.180  C37 1.095
42 H -26.129 -7.891 -0.703  C37 1.091
43 H -26.007 -6.641 -1.889  C37 1.092
44 H -23.576 -6.220 -1.103  C38 1.093
45 H -23.689 -9.153 -0.502  C39 1.090
46 H -23.583 -7.888 0.737  C39 1.096
47 H -22.235 -8.012 -0.329  C39 1.088
48 H -24.394 -8.377 -2.717  O40 0.966
49 C -27.408 -10.546 2.090  C50 1.520, H53 1.088, H54 1.092, H55 1.098
50 C -26.014 -10.541 2.694  C49 1.520, C51 1.522, O52 1.438, H56 1.094
51 C -25.705 -11.864 3.380  C50 1.522, H57 1.090, H58 1.093, H59 1.093
52 O -25.019 -10.357 1.671  C50 1.438, H60 0.966
53 H -28.169 -10.120 2.742  C49 1.088
54 H -27.724 -11.484 1.629  C49 1.092
55 H -27.443 -9.897 1.205  C49 1.098
56 H -25.817 -9.793 3.467  C50 1.094
57 H -26.087 -11.973 4.395  C51 1.090
58 H -24.623 -11.998 3.456  C51 1.093
59 H -26.017 -12.689 2.735  C51 1.093
60 H -24.173 -10.399 2.134  O52 0.966
61 C -29.909 -15.596 5.285  C62 1.530, H65 1.090, H66 1.093, H67 1.092
62 C -28.584 -15.715 4.529  C61 1.530, C63 1.510, O64 1.442, H68 1.097
63 C -28.455 -14.766 3.362  C62 1.510, H69 1.089, H70 1.086, H71 1.098
64 O -27.527 -15.454 5.475  C62 1.442, H72 0.959
65 H -30.038 -16.255 6.144  C61 1.090
66 H -30.727 -15.799 4.589  C61 1.093
67 H -29.924 -14.584 5.696  C61 1.092
68 H -28.412 -16.749 4.205  C62 1.097
69 H -29.338 -14.764 2.726  C63 1.089
70 H -27.474 -14.886 2.911  C63 1.086
71 H -28.533 -13.759 3.794  C63 1.098
72 H -27.529 -16.134 6.152  O64 0.959
73 C -26.129 -12.475 -1.707  C74 1.513, H77 1.094, H78 1.093, H79 1.091
74 C -25.950 -11.058 -2.207  C73 1.513, C75 1.510, O76 1.440, H80 1.095
75 C -26.764 -10.734 -3.436  C74 1.510, H81 1.090, H82 1.093, H83 1.093
76 O -26.461 -10.165 -1.198  C74 1.440, H84 0.967
77 H -25.485 -12.682 -0.848  C73 1.094
78 H -25.859 -13.248 -2.431  C73 1.093
79 H -27.162 -12.647 -1.401  C73 1.091
80 H -24.891 -10.838 -2.376  C74 1.095
81 H -26.584 -9.763 -3.897  C75 1.090
82 H -27.835 -10.694 -3.223  C75 1.093
83 H -26.615 -11.537 -4.163  C75 1.093
84 H -26.143 -10.352 -0.305  O76 0.967
85 C -24.004 -14.123 6.346  C86 1.507, H89 1.090, H90 1.095, H91 1.090
86 C -22.849 -14.025 7.308  C85 1.507, C87 1.553, O88 1.439, H92 1.090
87 C -22.902 -14.947 8.557  C86 1.553, H93 1.090, H94 1.089, H95 1.092
88 O -21.658 -14.428 6.607  C86 1.439, H96 0.961
89 H -24.070 -15.108 5.884  C85 1.090
90 H -23.758 -13.420 5.543  C85 1.095
91 H -24.969 -13.822 6.753  C85 1.090
92 H -22.606 -13.030 7.680  C86 1.090
93 H -21.933 -14.855 9.046  C87 1.090
94 H -23.034 -15.986 8.257  C87 1.089
95 H -23.645 -14.608 9.282  C87 1.092
96 H -21.795 -15.244 6.117  O88 0.961
97 C -20.718 -9.670 3.141  C98 1.532, H101 1.097, H102 1.091, H103 1.089
98 C -21.605 -10.317 4.209  C97 1.532, C99 1.513, O100 1.430, H104 1.093
99 C -21.056 -10.082 5.600  C98 1.513, H105 1.091, H106 1.087, H107 1.097
100 O -22.912 -9.761 4.049  C98 1.430, H108 0.961
101 H -19.810 -10.278 3.048  C97 1.097
102 H -20.396 -8.655 3.378  C97 1.091
103 H -21.177 -9.647 2.154  C97 1.089
104 H -21.641 -11.401 4.077  C98 1.093
105 H -20.034 -10.464 5.635  C99 1.091
106 H -21.680 -10.481 6.395  C99 1.087
107 H -20.910 -9.001 5.714  C99 1.097
108 H -23.077 -9.088 4.715  O100 0.961
109 C -31.318 -7.822 -1.790  C110 1.545, H113 1.091, H114 1.089, H115 1.090
110 C -30.215 -8.557 -0.995  C109 1.545, C111 1.529, O112 1.427, H116 1.094
111 C -30.433 -10.065 -1.125  C110 1.529, H117 1.090, H118 1.094, H119 1.097
112 O -28.989 -8.238 -1.652  C110 1.427, H120 0.969
113 H -31.029 -6.779 -1.927  C109 1.091
114 H -32.246 -7.981 -1.243  C109 1.089
115 H -31.366 -8.212 -2.807  C109 1.090
116 H -30.154 -8.184 0.032  C110 1.094
117 H -30.419 -10.413 -2.158  C111 1.090
118 H -31.351 -10.472 -0.691  C111 1.094
119 H -29.635 -10.595 -0.592  C111 1.097
120 H -28.321 -8.808 -1.243  O112 0.969

=====

## 2
Formula: C30H80O10
Source: the Open Molecules 2025 dataset
Level of theory: wB97M-V/def2-TZVPD

Properties
LUMO energy: 0.5 eV
SMILES string: CC(C)O.CC(C)O.CC(C)O.CC(C)O.CC(C)O.CC(C)O.CC(C)O.CC(C)O.CC(C)O.CC(C)O
E_HOMO: -9.341 eV
Gap between HOMO and LUMO: 0.3630 hartree

Last columns: bonded neighbours and bond lengths (Å).
Cartesian coordinates (Å):
1 C 3.588 5.698 0.727  C2 1.478, H5 1.090, H6 1.090, H7 1.090
2 C 2.508 4.692 0.659  C1 1.478, C3 1.505, O4 1.424, H8 1.090
3 C 2.220 4.094 2.010  C2 1.505, H9 1.090, H10 1.090, H11 1.090
4 O 1.395 5.511 0.318  C2 1.424, H12 0.960
5 H 3.803 6.098 -0.264  C1 1.090
6 H 4.512 5.319 1.166  C1 1.090
7 H 3.468 6.592 1.339  C1 1.090
8 H 2.702 4.014 -0.172  C2 1.090
9 H 1.784 4.841 2.674  C3 1.090
10 H 3.090 3.614 2.457  C3 1.090
11 H 1.427 3.348 1.966  C3 1.090
12 H 1.857 6.246 -0.091  O4 0.960
13 C 3.602 1.425 -5.810  C14 1.436, H17 1.090, H18 1.090, H19 1.090
14 C 3.046 0.664 -4.726  C13 1.436, C15 1.575, O16 1.388, H20 1.090
15 C 3.245 1.434 -3.367  C14 1.575, H21 1.090, H22 1.090, H23 1.090
16 O 1.674 0.519 -4.876  C14 1.388, H24 0.960
17 H 4.656 1.659 -5.656  C13 1.090
18 H 3.014 2.340 -5.876  C13 1.090
19 H 3.464 0.916 -6.764  C13 1.090
20 H 3.559 -0.296 -4.672  C14 1.090
21 H 4.272 1.795 -3.416  C15 1.090
22 H 3.311 0.886 -2.427  C15 1.090
23 H 2.564 2.274 -3.232  C15 1.090
24 H 1.633 -0.048 -5.650  O16 0.960
25 C -4.720 0.506 1.557  C26 1.478, H29 1.090, H30 1.090, H31 1.090
26 C -4.932 0.238 0.119  C25 1.478, C27 1.502, O28 1.376, H32 1.090
27 C -6.361 0.123 -0.326  C26 1.502, H33 1.090, H34 1.090, H35 1.090
28 O -4.250 1.178 -0.619  C26 1.376, H36 0.960
29 H -3.683 0.268 1.796  C25 1.090
30 H -5.293 -0.208 2.147  C25 1.090
31 H -4.873 1.561 1.784  C25 1.090
32 H -4.288 -0.620 -0.074  C26 1.090
33 H -6.873 -0.611 0.296  C27 1.090
34 H -6.363 -0.160 -1.379  C27 1.090
35 H -6.800 1.110 -0.184  C27 1.090
36 H -4.792 1.960 -0.747  O28 0.960
37 C -5.199 -3.494 -2.530  C38 1.508, H41 1.090, H42 1.090, H43 1.090
38 C -4.174 -2.980 -3.509  C37 1.508, C39 1.556, O40 1.393, H44 1.090
39 C -3.927 -1.450 -3.376  C38 1.556, H45 1.090, H46 1.090, H47 1.090
40 O -3.018 -3.734 -3.316  C38 1.393, H48 0.960
41 H -5.374 -4.558 -2.690  C37 1.090
42 H -6.230 -3.148 -2.594  C37 1.090
43 H -4.956 -3.321 -1.481  C37 1.090
44 H -4.558 -3.245 -4.494  C38 1.090
45 H -3.810 -1.357 -2.296  C39 1.090
46 H -4.709 -0.826 -3.808  C39 1.090
47 H -3.035 -1.133 -3.917  C39 1.090
48 H -2.736 -3.509 -2.427  O40 0.960
49 C -1.130 -5.361 0.264  C50 1.473, H53 1.090, H54 1.090, H55 1.090
50 C -2.262 -4.474 0.584  C49 1.473, C51 1.493, O52 1.387, H56 1.090
51 C -2.218 -3.830 1.930  C50 1.493, H57 1.090, H58 1.090, H59 1.090
52 O -2.253 -3.458 -0.359  C50 1.387, H60 0.960
53 H -0.221 -4.760 0.229  C49 1.090
54 H -1.239 -5.931 -0.658  C49 1.090
55 H -0.985 -6.059 1.089  C49 1.090
56 H -3.209 -5.013 0.601  C50 1.090
57 H -1.364 -3.153 1.957  C51 1.090
58 H -2.051 -4.537 2.743  C51 1.090
59 H -3.105 -3.220 2.101  C51 1.090
60 H -1.521 -2.852 -0.221  O52 0.960
61 C -3.299 5.298 -0.507  C62 1.555, H65 1.090, H66 1.090, H67 1.090
62 C -1.898 4.720 -0.157  C61 1.555, C63 1.502, O64 1.339, H68 1.090
63 C -1.077 4.389 -1.371  C62 1.502, H69 1.090, H70 1.090, H71 1.090
64 O -1.255 5.649 0.562  C62 1.339, H72 0.960
65 H -4.029 5.451 0.288  C61 1.090
66 H -3.776 4.562 -1.154  C61 1.090
67 H -3.280 6.239 -1.057  C61 1.090
68 H -2.000 3.816 0.442  C62 1.090
69 H -1.587 3.699 -2.042  C63 1.090
70 H -0.171 3.893 -1.023  C63 1.090
71 H -0.798 5.314 -1.875  C63 1.090
72 H -0.307 5.504 0.514  O64 0.960
73 C 0.503 0.838 4.432  C74 1.533, H77 1.090, H78 1.090, H79 1.090
74 C -0.173 -0.462 3.983  C73 1.533, C75 1.509, O76 1.443, H80 1.090
75 C -1.470 -0.338 3.224  C74 1.509, H81 1.090, H82 1.090, H83 1.090
76 O 0.741 -1.132 3.089  C74 1.443, H84 0.960
77 H -0.110 1.450 5.093  C73 1.090
78 H 0.787 1.518 3.628  C73 1.090
79 H 1.439 0.683 4.969  C73 1.090
80 H -0.154 -1.157 4.823  C74 1.090
81 H -1.349 0.269 2.327  C75 1.090
82 H -2.276 0.229 3.690  C75 1.090
83 H -1.915 -1.252 2.831  C75 1.090
84 H 1.546 -1.315 3.578  O76 0.960
85 C 0.481 0.728 -0.169  C86 1.498, H89 1.090, H90 1.090, H91 1.090
86 C -0.353 -0.496 -0.393  C85 1.498, C87 1.576, O88 1.448, H92 1.090
87 C -0.353 -0.701 -1.956  C86 1.576, H93 1.090, H94 1.090, H95 1.090
88 O 0.188 -1.672 0.256  C86 1.448, H96 0.960
89 H 1.563 0.592 -0.174  C85 1.090
90 H 0.078 1.083 0.780  C85 1.090
91 H 0.151 1.390 -0.970  C85 1.090
92 H -1.405 -0.274 -0.213  C86 1.090
93 H -0.937 -1.610 -2.100  C87 1.090
94 H 0.682 -0.900 -2.232  C87 1.090
95 H -0.820 0.085 -2.551  C87 1.090
96 H 0.659 -1.241 0.973  O88 0.960
97 C 3.145 -3.992 -1.320  C98 1.636, H101 1.090, H102 1.090, H103 1.090
98 C 3.158 -3.648 0.278  C97 1.636, C99 1.581, O100 1.408, H104 1.090
99 C 4.439 -4.167 1.047  C98 1.581, H105 1.090, H106 1.090, H107 1.090
100 O 2.785 -2.320 0.559  C98 1.408, H108 0.960
101 H 4.002 -3.478 -1.756  C97 1.090
102 H 2.231 -3.700 -1.839  C97 1.090
103 H 3.217 -5.045 -1.594  C97 1.090
104 H 2.278 -4.187 0.630  C98 1.090
105 H 4.320 -3.901 2.097  C99 1.090
106 H 5.059 -3.397 0.588  C99 1.090
107 H 4.607 -5.200 0.742  C99 1.090
108 H 1.843 -2.281 0.375  O100 0.960
109 C 4.487 0.078 4.399  C110 1.521, H113 1.090, H114 1.090, H115 1.090
110 C 3.796 -0.277 3.091  C109 1.521, C111 1.553, O112 1.402, H116 1.090
111 C 4.598 -0.078 1.776  C110 1.553, H117 1.090, H118 1.090, H119 1.090
112 O 3.506 -1.648 3.087  C110 1.402, H120 0.960
113 H 5.368 -0.529 4.609  C109 1.090
114 H 3.879 0.047 5.304  C109 1.090
115 H 4.969 1.046 4.257  C109 1.090
116 H 2.855 0.267 3.013  C110 1.090
117 H 3.898 -0.029 0.942  C111 1.090
118 H 5.322 -0.886 1.668  C111 1.090
119 H 5.108 0.886 1.760  C111 1.090
120 H 3.222 -1.987 2.235  O112 0.960

=====

Energies relative to the minimum, kJ/mol: 1 0.0; 2 191.6